No. 1
{"formula": "C5H8N2O", "method": "the ωB97M-V functional and the def2-TZVPD basis", "spin_multiplicity": 1, "gap_ev": 9.4, "relative_energy_kcal_mol": 150.55, "species": ["C", "C", "C", "C", "C", "H", "H", "H", "H", "H", "H", "H", "H", "N", "N", "O"], "coordinates": [[1.116, -0.068, -0.276], [0.021, -0.937, -0.917], [0.245, -0.679, 0.947], [-1.188, 0.063, 0.802], [-1.326, -0.181, -0.702], [1.802, 1.198, 0.907], [1.555, 1.931, -0.871], [2.171, -0.492, -0.518], [0.235, -1.350, -1.935], [0.792, -0.848, 1.921], [-2.143, -0.353, 1.362], [-0.782, 1.807, 0.133], [-2.200, -0.598, -1.080], [1.243, 1.299, 0.033], [-1.637, 1.055, -0.048], [0.097, -1.846, 0.242]], "mulliken_charge": [-0.337, -0.093, -0.261, -0.206, -0.406, 0.272, 0.239, 0.315, 0.485, 0.456, 0.298, 0.461, 0.397, -0.577, -0.597, -0.446]}

=====

No. 2
{"formula": "C29H86N14O16", "method": "the ωB97M-V functional and the def2-TZVPD basis", "spin_multiplicity": 1, "gap_ev": 8.5, "relative_energy_kcal_mol": 113.61, "species": ["C", "O", "C", "C", "N", "C", "C", "O", "C", "H", "H", "H", "H", "H", "H", "H", "H", "H", "H", "H", "H", "H", "H", "H", "C", "O", "C", "C", "N", "C", "C", "O", "C", "H", "H", "H", "H", "H", "H", "H", "H", "H", "H", "H", "H", "H", "H", "H", "C", "O", "C", "C", "N", "C", "C", "O", "C", "H", "H", "H", "H", "H", "H", "H", "H", "H", "H", "H", "H", "H", "H", "H", "C", "O", "C", "C", "N", "C", "C", "O", "C", "H", "H", "H", "H", "H", "H", "H", "H", "H", "H", "H", "H", "H", "H", "H", "N", "C", "N", "O", "H", "H", "H", "H", "N", "C", "N", "O", "H", "H", "H", "H", "N", "C", "N", "O", "H", "H", "H", "H", "N", "C", "N", "O", "H", "H", "H", "H", "N", "C", "N", "O", "H", "H", "H", "H", "O", "H", "H", "O", "H", "H", "O", "H", "H"], "coordinates": [[-8.706, 9.276, 3.485], [-8.845, 8.498, 2.380], [-7.954, 7.443, 2.359], [-8.048, 6.320, 3.574], [-7.419, 6.765, 4.814], [-6.011, 7.290, 4.732], [-5.078, 6.364, 4.044], [-3.770, 6.530, 4.534], [-2.905, 6.147, 3.518], [-9.014, 8.721, 4.371], [-9.485, 10.039, 3.457], [-7.711, 9.709, 3.580], [-7.027, 8.012, 2.434], [-8.024, 6.785, 1.493], [-7.574, 5.393, 3.250], [-9.085, 6.052, 3.777], [-7.351, 5.949, 5.405], [-5.709, 7.460, 5.765], [-6.159, 8.323, 4.416], [-5.265, 6.480, 2.976], [-5.320, 5.334, 4.304], [-2.663, 6.827, 2.702], [-3.081, 5.152, 3.109], [-1.900, 6.073, 3.934], [6.873, -4.519, 0.689], [5.683, -5.115, 1.108], [4.578, -4.388, 0.606], [3.273, -4.732, 1.364], [2.848, -6.121, 1.131], [1.676, -6.273, 2.012], [0.466, -6.930, 1.276], [-0.661, -6.825, 2.219], [-1.893, -6.904, 1.510], [7.184, -4.700, -0.341], [7.679, -4.694, 1.401], [6.956, -3.451, 0.890], [4.459, -4.627, -0.451], [4.759, -3.314, 0.581], [2.467, -4.065, 1.061], [3.756, -4.665, 2.339], [3.613, -6.722, 1.400], [1.230, -5.363, 2.415], [1.958, -6.844, 2.897], [0.606, -7.988, 1.053], [0.300, -6.417, 0.329], [-2.078, -7.896, 1.099], [-1.842, -6.155, 0.719], [-2.749, -6.643, 2.131], [4.222, 5.698, -6.888], [5.419, 4.964, -7.238], [5.187, 3.664, -7.631], [6.552, 2.908, -7.773], [7.290, 3.102, -8.993], [8.396, 2.080, -9.009], [8.938, 2.084, -10.349], [8.094, 1.441, -11.273], [8.698, 1.307, -12.556], [3.645, 5.776, -7.809], [4.418, 6.757, -6.718], [3.740, 5.195, -6.049], [4.671, 3.636, -8.591], [4.577, 3.185, -6.865], [6.328, 1.864, -7.552], [7.224, 3.179, -6.959], [6.723, 2.955, -9.817], [8.033, 1.057, -8.905], [9.117, 2.263, -8.212], [9.989, 1.808, -10.430], [9.068, 3.114, -10.682], [8.104, 0.580, -13.110], [9.699, 0.877, -12.501], [8.789, 2.217, -13.149], [-3.528, -2.959, 5.970], [-3.104, -3.090, 7.338], [-4.036, -2.535, 8.199], [-3.357, -2.514, 9.585], [-3.097, -3.890, 10.031], [-2.208, -4.023, 11.191], [-2.384, -5.387, 11.950], [-3.465, -5.270, 12.927], [-3.699, -6.346, 13.719], [-4.516, -3.388, 5.807], [-2.846, -3.558, 5.367], [-3.596, -1.932, 5.610], [-4.985, -3.069, 8.228], [-4.161, -1.464, 8.035], [-4.023, -2.044, 10.309], [-2.440, -1.934, 9.485], [-2.627, -4.531, 9.407], [-2.398, -3.161, 11.830], [-1.166, -3.796, 10.963], [-1.390, -5.367, 12.398], [-2.391, -6.195, 11.218], [-4.766, -6.391, 13.936], [-3.281, -6.347, 14.726], [-3.421, -7.335, 13.356], [-6.722, -0.654, -1.973], [-6.086, 0.262, -1.239], [-6.807, 1.223, -0.710], [-4.862, 0.194, -1.060], [-7.632, -0.440, -2.356], [-6.212, -1.414, -2.400], [-7.811, 1.224, -0.823], [-6.324, 1.966, -0.225], [-3.837, -3.106, -7.233], [-4.131, -4.371, -7.133], [-3.706, -5.085, -8.104], [-4.703, -4.840, -6.135], [-3.893, -2.536, -6.401], [-3.278, -2.782, -8.009], [-3.154, -4.757, -8.884], [-3.462, -6.014, -7.792], [7.104, 1.425, 4.178], [7.186, 1.993, 3.042], [5.994, 2.519, 2.834], [8.197, 2.273, 2.433], [7.764, 0.696, 4.407], [6.123, 1.483, 4.415], [5.147, 2.100, 3.190], [5.831, 3.246, 2.151], [0.619, 0.680, -2.762], [1.327, 0.757, -1.686], [0.590, 0.702, -0.599], [2.528, 0.744, -1.672], [1.090, 0.165, -3.493], [-0.385, 0.609, -2.688], [1.015, 0.562, 0.306], [-0.347, 0.374, -0.787], [3.785, -3.222, -8.487], [4.222, -2.214, -9.147], [5.392, -2.458, -9.730], [3.630, -1.131, -9.289], [3.070, -3.012, -7.805], [3.991, -4.198, -8.642], [5.950, -3.221, -9.373], [5.880, -1.817, -10.339], [-3.167, 2.640, -5.791], [-3.979, 2.283, -6.151], [-2.600, 2.760, -6.552], [1.433, 0.219, 4.732], [0.794, -0.469, 4.919], [1.689, 0.550, 5.593], [-1.504, 4.776, -2.183], [-1.906, 4.467, -2.995], [-0.910, 4.071, -1.925]], "mulliken_charge": [-0.684, -0.455, -0.525, -0.692, -0.342, -0.850, -0.174, -0.374, -0.804, 0.293, 0.295, 0.252, 0.452, 0.326, 0.434, 0.403, 0.297, 0.430, 0.188, 0.342, 0.234, 0.315, 0.330, 0.308, -0.859, -0.301, -0.682, -0.556, -0.386, -0.578, -0.535, -0.293, -0.705, 0.301, 0.337, 0.327, 0.352, 0.431, 0.486, 0.260, 0.280, 0.348, 0.269, 0.308, 0.357, 0.270, 0.317, 0.253, -0.738, -0.314, -0.467, -0.720, -0.363, -0.504, -0.763, -0.277, -0.802, 0.302, 0.259, 0.288, 0.305, 0.372, 0.389, 0.301, 0.271, 0.249, 0.385, 0.567, 0.386, 0.244, 0.338, 0.292, -0.766, -0.279, -0.513, -0.642, -0.310, -1.004, -0.405, -0.283, -0.771, 0.318, 0.238, 0.296, 0.379, 0.344, 0.377, 0.338, 0.237, 0.480, 0.466, 0.325, 0.320, 0.257, 0.278, 0.320, -0.398, 0.642, -0.363, -0.675, 0.185, 0.223, 0.170, 0.216, -0.380, 0.629, -0.408, -0.677, 0.221, 0.169, 0.208, 0.237, -0.298, 0.555, -0.394, -0.631, 0.234, 0.182, 0.157, 0.196, -0.412, 0.697, -0.390, -0.660, 0.221, 0.190, 0.216, 0.146, -0.389, 0.648, -0.410, -0.663, 0.221, 0.199, 0.185, 0.209, -0.622, 0.308, 0.317, -0.629, 0.314, 0.315, -0.653, 0.319, 0.321]}

=====

No. 3
{"formula": "C13H13P", "method": "the ωB97M-V functional and the def2-TZVPD basis", "spin_multiplicity": 1, "gap_ev": [7.3, 7.2], "relative_energy_kcal_mol": 125.44, "species": ["C", "C", "C", "C", "C", "C", "C", "C", "C", "C", "C", "C", "C", "P", "H", "H", "H", "H", "H", "H", "H", "H", "H", "H", "H", "H", "H"], "coordinates": [[-4.671, 1.387, 1.539], [-3.726, -0.768, -2.495], [-4.058, 0.507, 0.944], [-3.494, -0.742, -1.303], [1.300, 0.939, 0.429], [1.483, -1.137, -0.706], [2.069, 0.052, -0.276], [-0.098, 0.766, 0.647], [0.073, -1.311, -0.567], [-0.609, -0.405, 0.147], [3.548, 0.333, -0.340], [-0.727, 1.735, 1.630], [-0.647, -2.494, -1.080], [-3.270, -0.961, 0.429], [-4.989, 2.328, 1.721], [-3.877, -0.866, -3.526], [1.753, 1.850, 0.615], [1.998, -1.835, -1.357], [4.063, 0.272, -1.337], [3.766, 1.350, 0.115], [3.999, -0.439, 0.288], [-1.160, 2.493, 0.966], [-1.405, 1.356, 2.402], [0.122, 2.109, 2.212], [0.037, -3.121, -1.553], [-0.922, -3.215, -0.227], [-1.435, -2.232, -1.697]], "mulliken_charge": [0.093, 0.477, -0.474, -0.798, -0.708, -0.923, 0.722, 0.487, 1.271, -0.306, -1.312, -1.315, -1.750, -0.080, 0.432, 0.434, 0.355, 0.316, 0.319, 0.306, 0.306, 0.279, 0.365, 0.403, 0.474, 0.301, 0.328]}

=====

No. 4
{"formula": "C8H28F6N2O10S2", "method": "the ωB97M-V functional and the def2-TZVPD basis", "spin_multiplicity": 2, "gap_ev": [2.0, 9.0], "s_squared": 0.75, "charge": -1, "species": ["N", "H", "H", "H", "H", "C", "F", "F", "F", "S", "O", "O", "N", "S", "O", "O", "C", "F", "F", "F", "O", "H", "H", "O", "H", "H", "O", "H", "H", "O", "H", "H", "C", "C", "C", "O", "H", "H", "H", "H", "H", "H", "H", "H", "C", "C", "C", "O", "H", "H", "H", "H", "H", "H", "H", "H"], "coordinates": [[0.052, -0.114, 0.404], [-0.693, -0.630, -0.041], [0.221, -0.578, 1.285], [-0.082, 0.887, 0.413], [0.864, -0.208, -0.189], [0.301, 3.136, -2.130], [0.833, 1.952, -2.571], [1.276, 3.736, -1.391], [0.038, 3.881, -3.199], [-1.281, 3.005, -1.018], [-1.913, 4.282, -1.122], [-1.993, 1.848, -1.625], [-0.626, 2.474, 0.539], [-1.912, 2.754, 1.467], [-2.088, 4.243, 1.565], [-3.106, 1.971, 1.146], [-1.471, 2.197, 3.331], [-1.141, 0.913, 3.402], [-0.388, 2.859, 3.835], [-2.536, 2.423, 4.077], [0.561, -1.859, 2.642], [0.234, -2.696, 2.311], [1.406, -2.072, 3.039], [2.903, 0.262, 2.640], [2.363, 0.971, 2.290], [3.803, 0.548, 2.488], [3.454, 1.657, -1.573], [2.580, 1.358, -1.824], [3.297, 2.335, -0.916], [1.846, 2.813, 1.809], [0.991, 2.512, 1.501], [1.752, 3.762, 1.888], [1.307, -3.212, -1.166], [2.652, -2.525, -0.979], [3.593, -3.071, -2.046], [2.364, -1.164, -1.214], [0.874, -3.062, -2.155], [0.551, -2.847, -0.471], [1.347, -4.287, -0.993], [2.991, -2.775, 0.026], [3.485, -2.703, -3.066], [3.606, -4.161, -2.031], [4.592, -2.748, -1.753], [3.225, -0.788, -1.413], [-3.092, -2.124, 0.660], [-3.214, -1.668, -0.851], [-4.183, -0.529, -1.186], [-1.857, -1.436, -1.235], [-4.059, -2.107, 1.163], [-2.392, -1.461, 1.168], [-2.698, -3.141, 0.661], [-3.535, -2.602, -1.313], [-4.545, -0.793, -2.180], [-3.782, 0.457, -1.419], [-5.008, -0.365, -0.493], [-1.773, -1.505, -2.189]], "mulliken_charge": [1.019, -0.075, 0.452, -0.226, 0.133, 0.554, -0.287, -0.270, -0.210, 0.776, -0.552, -0.642, -0.819, 0.991, -0.696, -0.587, 0.445, -0.380, -0.255, -0.229, -0.396, 0.211, 0.174, -0.421, 0.244, 0.297, -0.586, 0.287, 0.340, -0.663, 0.376, 0.334, -1.565, 0.404, -1.544, -0.224, 0.225, 0.206, 0.595, 0.149, 0.314, 0.409, 0.457, 0.205, -1.277, 0.520, -1.229, -0.227, 0.469, -0.001, 0.357, 0.358, 0.440, 0.226, 0.269, 0.127]}

=====

No. 5
{"formula": "C3H5LiO3Pd", "method": "the ωB97M-V functional and the def2-TZVPD basis", "spin_multiplicity": 3, "gap_ev": [9.2, 5.8], "s_squared": 2.01, "charge": 2, "species": ["H", "O", "C", "C", "O", "C", "O", "Li", "Pd", "H", "H", "H", "H"], "coordinates": [[2.004, 2.309, -0.490], [-1.461, 0.456, -0.266], [-0.961, -0.832, 0.006], [0.448, -0.863, 0.554], [1.443, -0.506, -0.453], [2.002, 0.630, -0.607], [1.386, 1.645, 0.043], [-3.064, 0.345, -1.148], [-0.514, 1.727, 0.236], [-0.987, -1.452, -0.907], [-1.585, -1.338, 0.764], [0.709, -1.890, 0.826], [0.580, -0.231, 1.444]], "mulliken_charge": [0.522, -0.787, 0.170, -1.081, -0.046, -0.123, -0.487, 0.914, 1.164, 0.342, 0.401, 0.368, 0.643]}

=====

No. 6
{"formula": "C18H27BrHoNO4P2", "method": "the ωB97M-V functional and the def2-TZVPD basis", "spin_multiplicity": 5, "gap_ev": [6.9, 6.9], "s_squared": 6.00, "charge": 2, "species": ["Ho", "P", "C", "C", "N", "C", "C", "C", "C", "C", "P", "H", "H", "H", "H", "H", "H", "H", "H", "O", "H", "H", "O", "H", "C", "H", "H", "H", "C", "H", "H", "H", "C", "H", "H", "H", "C", "H", "H", "H", "Br", "C", "C", "C", "C", "C", "C", "C", "O", "O", "H", "H", "H", "H"], "coordinates": [[0.021, -0.820, 0.211], [-2.541, 0.017, -0.643], [-2.347, 0.876, -2.334], [-0.919, 0.937, -2.836], [0.157, 0.563, -2.055], [1.430, 0.955, -2.323], [1.623, 1.658, -3.522], [0.591, 1.975, -4.408], [-0.665, 1.556, -4.048], [2.689, 0.548, -1.460], [2.641, -1.057, -0.547], [-1.450, 1.748, -4.751], [2.640, 1.801, -3.770], [0.844, 2.473, -5.349], [3.578, 0.517, -2.174], [2.945, 1.364, -0.699], [-3.024, 0.482, -3.097], [-2.704, 1.853, -2.100], [-1.598, -4.265, -3.397], [-1.161, -4.017, -4.236], [-1.517, -3.312, -4.844], [-0.093, -4.324, 0.841], [-0.058, -3.279, 0.702], [-0.062, -3.281, -0.453], [3.211, -2.217, -1.854], [4.039, -1.817, -2.456], [3.516, -3.154, -1.381], [2.353, -2.402, -2.500], [4.278, -0.829, 0.385], [4.405, -1.678, 1.092], [5.191, -0.811, -0.262], [4.260, 0.100, 0.999], [-3.446, 1.424, 0.154], [-4.510, 1.511, -0.081], [-3.309, 1.200, 1.213], [-2.957, 2.368, -0.047], [-3.960, -1.136, -0.924], [-4.176, -1.589, 0.049], [-4.891, -0.695, -1.314], [-3.598, -1.924, -1.599], [-1.146, 3.201, 2.660], [-0.538, 2.094, 4.151], [-0.590, 2.647, 5.440], [-0.188, 1.868, 6.541], [0.302, 0.580, 6.332], [0.335, 0.062, 5.049], [0.089, 0.846, 3.930], [0.075, 0.272, 2.576], [-0.742, -0.709, 2.311], [0.866, 0.691, 1.644], [-0.962, 3.678, 5.551], [-0.213, 2.367, 7.517], [0.583, 0.012, 7.208], [0.704, -0.927, 4.912]], "mulliken_charge": [0.591, 0.792, -1.192, 0.366, 0.103, 0.556, -0.771, -0.648, -0.520, -0.993, 0.776, 0.489, 0.465, 0.437, 0.529, 0.414, 0.586, 0.476, 0.303, -0.622, 0.324, 0.387, -0.652, 0.393, -1.229, 0.419, 0.401, 0.384, -1.254, 0.421, 0.371, 0.389, -1.445, 0.404, 0.411, 0.467, -1.258, 0.410, 0.412, 0.356, -0.157, 0.203, -0.466, -0.389, -0.696, -0.419, 0.632, 0.642, -0.692, -0.526, 0.376, 0.379, 0.410, 0.452]}

=====

Question: Which formula does entry 2 have?
Answer: C29H86N14O16